(1)
Entry from the OMol25 dataset: a molecular structure, C30H41MnN6O6S3Se2 at a distorted geometry (wB97M-V/def2-TZVPD).

Max |F|: 2.68 eV Å⁻¹
Multiplicity: 4
⟨S²⟩: 4.03
Total charge: +1
HOMO (alpha / beta): -0.35559 / -0.35702 Ha
LUMO energy (alpha / beta): -0.13808 / -0.12646 Ha
Molar mass: 890.75 g mol⁻¹

Each line ends with the Mulliken charge.
CARTESIAN COORDINATES (ANGSTROEM)
1 Mn -0.224 0.004 0.041  0.19
2 O -2.666 2.538 0.250  -0.08
3 C -3.886 2.291 -0.395  -1.48
4 C -4.086 0.800 -0.732  2.32
5 C -5.579 0.596 -1.126  -1.45
6 O -5.872 -0.721 -1.504  -0.54
7 C -3.839 -0.074 0.498  -1.47
8 Se -2.065 0.013 1.391  -0.17
9 C -3.258 0.358 -1.940  -1.62
10 Se -1.274 0.580 -1.931  -0.04
11 H -1.955 2.532 -0.421  -0.55
12 H -3.954 2.885 -1.315  0.39
13 H -4.671 2.614 0.295  0.53
14 H -5.838 1.310 -1.916  0.49
15 H -6.210 0.805 -0.259  0.47
16 H -5.699 -0.841 -2.443  0.35
17 H -4.013 -1.119 0.233  0.51
18 H -4.545 0.206 1.285  0.55
19 H -3.571 0.921 -2.824  0.50
20 H -3.419 -0.709 -2.109  0.61
21 N 3.074 -1.371 -1.969  -0.04
22 C 3.544 -0.082 -2.066  0.59
23 C 4.692 0.465 -2.619  -1.24
24 C 4.820 1.838 -2.556  -0.63
25 C 3.844 2.647 -1.966  -0.86
26 C 2.700 2.115 -1.413  0.61
27 C 2.554 0.733 -1.470  -0.35
28 N 1.532 -0.071 -1.038  1.03
29 C 1.867 -1.310 -1.355  0.16
30 C 0.950 -2.372 -1.054  -0.60
31 C 0.999 -3.707 -1.344  -0.29
32 S -0.407 -4.494 -0.770  -0.11
33 C -0.982 -2.997 -0.172  -0.11
34 N -0.196 -1.979 -0.397  0.59
35 H 3.532 -2.204 -2.297  0.25
36 H 5.445 -0.148 -3.086  0.45
37 H 5.691 2.305 -2.985  0.42
38 H 3.996 3.715 -1.954  0.48
39 H 1.924 2.724 -0.977  -0.10
40 H 1.771 -4.248 -1.852  0.43
41 H -1.926 -2.911 0.336  0.35
42 C 3.438 -5.677 6.431  -1.40
43 C 3.305 -4.241 6.032  0.96
44 C 2.091 -3.730 5.585  -0.83
45 C 1.979 -2.402 5.212  -0.47
46 C 3.088 -1.585 5.293  0.07
47 C 4.306 -2.066 5.733  -0.53
48 C 4.408 -3.393 6.107  -0.71
49 S 2.945 0.092 4.729  1.50
50 O 1.592 0.558 4.887  -0.67
51 O 3.995 0.921 5.233  -0.75
52 N 3.260 -0.146 3.071  -0.20
53 C 3.408 1.105 2.362  -1.50
54 C 2.098 1.902 2.270  -0.13
55 C 1.043 1.150 1.507  0.57
56 O 0.327 1.749 0.669  0.21
57 O 0.856 -0.085 1.666  -0.88
58 H 2.482 -6.190 6.374  0.34
59 H 3.816 -5.750 7.448  0.35
60 H 4.146 -6.189 5.780  0.33
61 H 1.227 -4.376 5.533  0.33
62 H 1.042 -1.980 4.884  0.55
63 H 5.142 -1.390 5.793  0.48
64 H 5.350 -3.779 6.464  0.41
65 H 2.475 -0.673 2.700  0.31
66 H 3.804 0.896 1.361  0.37
67 H 4.147 1.680 2.924  0.51
68 H 2.257 2.875 1.803  -0.04
69 H 1.714 2.038 3.286  0.61
70 C -1.236 6.208 2.865  -1.33
71 C -0.514 4.963 2.356  -0.73
72 N -0.829 4.661 0.971  0.20
73 C -0.057 4.718 -0.108  0.31
74 S -0.557 3.931 -1.530  -0.32
75 N 1.125 5.351 -0.191  0.01
76 C 1.640 6.512 0.515  -0.10
77 C 1.913 7.638 -0.478  -1.40
78 H -1.107 6.274 3.942  0.43
79 H -2.298 6.144 2.646  0.32
80 H -0.847 7.118 2.414  0.28
81 H -0.837 4.103 2.952  0.39
82 H 0.566 5.069 2.473  0.44
83 H -1.678 4.110 0.848  0.35
84 H 1.551 5.242 -1.103  0.33
85 H 2.570 6.235 1.028  0.26
86 H 0.920 6.852 1.254  0.05
87 H 2.718 7.366 -1.159  0.38
88 H 2.201 8.543 0.050  0.41
89 H 1.020 7.850 -1.063  0.34


(2)
Entry from the OMol25 dataset: a molecular structure, C36H31GeMoN3O2S (wB97M-V/def2-TZVPD).

Max |F|: 0.99 eV Å⁻¹
Multiplicity: 3
⟨S²⟩: 2.06
HOMO (alpha / beta): -0.24171 / -0.29530 Ha
LUMO energy (alpha / beta): 0.00675 / 0.00223 Ha
Molar mass: 738.28 g mol⁻¹

Each line ends with the Mulliken charge.
CARTESIAN COORDINATES (ANGSTROEM)
1 Mo 0.051 0.888 1.263  0.32
2 C 4.940 -4.673 -1.923  -1.47
3 C 4.606 -3.347 -1.297  0.87
4 C 3.311 -2.835 -1.370  -0.94
5 C 2.985 -1.621 -0.792  -0.29
6 C 3.968 -0.900 -0.123  0.05
7 C 5.263 -1.387 -0.040  -0.53
8 C 5.573 -2.605 -0.629  -0.67
9 S 3.578 0.657 0.609  1.27
10 O 4.703 1.049 1.424  -0.74
11 O 3.163 1.535 -0.460  -0.65
12 N 2.271 0.345 1.471  0.09
13 C 2.172 0.277 2.843  0.67
14 C 3.171 0.197 3.829  -0.99
15 C 2.766 0.102 5.138  -0.31
16 C 1.410 0.096 5.483  -0.88
17 C 0.491 0.199 4.470  -0.38
18 N 0.869 0.293 3.187  0.10
19 H 4.070 -5.102 -2.420  0.33
20 H 5.280 -5.385 -1.169  0.33
21 H 5.735 -4.579 -2.664  0.34
22 H 2.540 -3.397 -1.885  0.34
23 H 1.970 -1.249 -0.856  0.37
24 H 6.013 -0.813 0.487  0.47
25 H 6.587 -2.983 -0.560  0.38
26 H 4.210 0.213 3.544  0.48
27 H 3.519 0.029 5.914  0.40
28 H 1.082 0.009 6.509  0.41
29 H -0.577 0.199 4.643  0.52
30 C 0.223 5.855 1.698  -0.07
31 C 0.953 5.256 0.689  -1.11
32 C 1.082 3.875 0.697  -0.05
33 N 0.511 3.113 1.635  0.07
34 C -0.188 3.699 2.612  -0.14
35 C -0.350 5.070 2.687  -0.81
36 H 0.101 6.931 1.721  0.39
37 H 1.425 5.830 -0.096  0.43
38 H 1.676 3.352 -0.042  0.55
39 H -0.634 3.039 3.346  0.40
40 H -0.918 5.500 3.499  0.41
41 C -1.611 0.436 1.017  -0.80
42 Ge -2.567 -0.240 -0.525  2.16
43 C -1.989 -2.038 -0.992  -0.18
44 C -2.447 -2.649 -2.161  0.08
45 C -1.968 -3.890 -2.555  -0.70
46 C -1.014 -4.543 -1.783  -0.48
47 C -0.549 -3.951 -0.619  -0.63
48 C -1.036 -2.709 -0.227  -0.40
49 C -4.503 -0.148 -0.498  0.03
50 C -5.304 -1.282 -0.614  -0.38
51 C -6.690 -1.181 -0.594  -0.59
52 C -7.294 0.059 -0.456  -0.39
53 C -6.510 1.199 -0.335  -0.67
54 C -5.127 1.093 -0.355  -0.31
55 C -1.882 0.973 -1.903  0.37
56 C -2.556 1.494 -3.000  -0.35
57 C -1.911 2.364 -3.877  -0.66
58 C -0.584 2.717 -3.681  -0.52
59 C 0.114 2.205 -2.591  -0.59
60 C -0.559 1.360 -1.727  1.67
61 H -3.182 -2.153 -2.787  0.43
62 H -2.334 -4.346 -3.467  0.40
63 H -0.638 -5.511 -2.091  0.40
64 H 0.195 -4.451 -0.010  0.46
65 H -0.665 -2.251 0.682  0.33
66 H -4.848 -2.260 -0.720  0.34
67 H -7.296 -2.075 -0.686  0.40
68 H -8.374 0.139 -0.442  0.37
69 H -6.976 2.171 -0.224  0.37
70 H -4.527 1.992 -0.257  0.37
71 H -3.593 1.232 -3.180  0.40
72 H -2.452 2.769 -4.724  0.39
73 H -0.089 3.384 -4.376  0.40
74 H 1.157 2.440 -2.422  0.48
75 H 0.011 0.920 -0.894  -2.14


Number 1: E_tot -9096.03787 Ha. Number 2: E_tot -4248.38690 Ha.